Arrangement a

Entry from OMol25: an isolated ion of composition C4H8N2O2 and charge +1 (the ωB97M-V functional and the def2-TZVPD basis).

CARTESIAN COORDINATES (ANGSTROEM)
C 0.1730 0.7644 1.6273
N 0.6199 -0.1077 0.6393
C 0.6046 -1.5463 0.7094
C 0.7410 0.4368 -0.6773
C -0.5136 0.2522 -1.5484
N -1.6699 0.5912 -0.9905
O -0.3368 -0.3715 -2.5742
O -0.0642 1.9094 1.3646
H 0.1777 0.3587 2.6417
H 1.2971 -1.9586 1.4639
H 1.0553 -2.0783 -0.1297
H -0.3988 -1.8815 0.9810
H 0.6950 1.5464 -0.5862
H 1.7323 0.3211 -1.1011
H -1.5984 1.3419 -0.3160
H -2.5141 0.4217 -1.5040

Results
Multiplicity ... 2
Charge ... +1
Frontier orbital gap (spin up / spin down) ... 11.94 / 5.72 eV
E_HOMO (spin up / spin down) ... -15.60 / -14.69 eV

natural (NBO) atomic charge list, values in e, 4 entries: number 1, C, carries 0.53; number 2, N, carries -0.27; number 3, C, carries -0.47; number 4, C, carries -0.32

=====

Arrangement b

Entry from OMol25: an isolated ion of composition C4H8N2O2 and charge +1 (the ωB97M-V functional and the def2-TZVPD basis).

CARTESIAN COORDINATES (ANGSTROEM)
N 1.8726 -1.7444 -0.5918
C 0.6566 -1.0406 -0.2915
C 0.8670 0.4522 -0.4725
N 0.0876 1.3637 0.1151
C -1.1305 1.1722 0.9338
C -2.1055 0.3578 0.1383
O -2.1831 -0.8208 0.3944
O 1.7934 0.7957 -1.1925
H 2.5642 -1.6783 0.1542
H 2.0990 -1.7939 -1.5845
H 0.2073 -1.4520 0.6161
H -0.1108 -1.4067 -1.0082
H 0.4851 2.2949 0.1663
H -1.4719 2.1004 1.4074
H -0.8704 0.5585 1.8165
H -2.7608 0.8413 -0.6011

Results
Multiplicity ... 2
Charge ... +1
Frontier orbital gap (spin up / spin down) ... 10.53 / 5.34 eV
E_HOMO (spin up / spin down) ... -14.18 / -14.14 eV

natural (NBO) atomic charge list, values in e, 4 entries: number 1, N, carries -0.21; number 2, C, carries -0.43; number 3, C, carries 0.65; number 4, N, carries -0.56

=====

Most stable: arrangement a (next structure +0.0226 hartree)

=====

Arrangement a

Entry from OMol25: C5H6OS2 as an isolated structure (the ωB97M-V functional and the def2-TZVPD basis).

CARTESIAN COORDINATES (ANGSTROEM)
C 0.9026 -0.0188 0.0129
C -1.7760 0.9465 0.3770
C -1.8711 -0.4832 0.0762
C -0.9512 -1.2638 0.8416
C 0.0033 -1.1188 -0.3345
H -2.3394 1.4452 -0.4457
H -1.9697 1.5313 1.3054
H -2.7525 -0.9495 -0.2567
H -1.3215 -2.3777 0.7577
H -0.9621 -1.1095 2.0321
H 0.7477 -1.8238 -0.5295
O -1.0547 -0.7229 -1.1039
S 2.4938 -0.1642 0.1102
S -0.0444 1.4577 -0.1022

Results
Multiplicity ... 1
Frontier orbital gap ... 8.51 eV
E_HOMO ... -8.66 eV

natural (NBO) atomic charge list, values in e, 4 entries: number 1, C, carries -0.30; number 2, C, carries -0.54; number 3, C, carries 0.04; number 4, C, carries -0.44

=====

Arrangement b

Entry from OMol25: C5H6OS2 as an isolated structure (the ωB97M-V functional and the def2-TZVPD basis).

CARTESIAN COORDINATES (ANGSTROEM)
C 0.2851 0.5836 0.0161
C -0.7325 0.0090 -1.0296
C -0.9182 -1.0564 0.0338
C -0.7633 0.0982 1.0454
C 1.2367 -0.5865 0.0325
H 2.3046 1.9087 -0.1719
H -1.6028 0.6528 -1.1932
H -0.3186 -0.3456 -1.9944
H -1.6923 -1.8291 0.0333
H -0.4597 -0.1025 2.0521
H -1.6074 0.7561 1.1679
O 0.4316 -1.6716 -0.0216
S 0.9932 2.3051 -0.0073
S 2.8437 -0.7219 0.0368

Results
Multiplicity ... 1
Frontier orbital gap ... 9.42 eV
E_HOMO ... -8.98 eV

natural (NBO) atomic charge list, values in e, 4 entries: number 1, C, carries -0.23; number 2, C, carries -0.40; number 3, C, carries 0.06; number 4, C, carries -0.41

=====

Most stable: arrangement b (next structure +0.0707 hartree)

=====

Arrangement a

Entry from OMol25: one molecule with the formula C5H6OS2 (the ωB97M-V functional and the def2-TZVPD basis).

CARTESIAN COORDINATES (ANGSTROEM)
C 2.3949 -0.5531 -0.2814
C 1.1348 -0.1112 -0.3725
S 0.5640 1.5271 -0.5393
C -1.1894 1.0014 -0.5413
C -1.4500 0.5344 0.8865
O -0.6913 -0.6335 1.0632
C -0.0496 -1.0301 -0.1140
S -1.2427 -0.5774 -1.4481
H 2.6794 -1.5941 -0.0096
H 3.1945 0.1547 -0.4139
H -1.8914 1.8135 -0.8660
H -2.5219 0.2151 0.9930
H -1.1839 1.3331 1.6491
H 0.2526 -2.0799 -0.0057

Results
Multiplicity ... 1
Frontier orbital gap ... 9.14 eV
Structure (SMILES) ... C=C1S[C@@H]2CO[C@H]1S2
E_HOMO ... -8.51 eV

natural (NBO) atomic charge list, values in e, 4 entries: number 1, C, carries -0.41; number 2, C, carries -0.20; number 3, S, carries 0.28; number 4, C, carries -0.52

=====

Arrangement b

Entry from OMol25: C5H6OS2 as an isolated structure (the ωB97M-V functional and the def2-TZVPD basis).

CARTESIAN COORDINATES (ANGSTROEM)
C 0.0805 0.6376 -0.0097
C 0.6752 -0.2244 1.1344
C 0.2585 -1.2983 0.1215
C 0.7623 -0.4784 -1.0833
C -1.3621 0.0509 0.0084
H -0.9522 2.9260 -0.6327
H 1.6959 0.0739 1.1887
H 0.1918 -0.1267 2.1890
H 0.5675 -2.2373 0.2096
H 0.0360 -0.6989 -1.9879
H 1.8868 -0.4497 -1.1459
O -1.2036 -1.3045 -0.0221
S 0.3154 2.4184 -0.0034
S -2.9520 0.7113 0.0332

Results
Multiplicity ... 1
Frontier orbital gap ... 8.94 eV
E_HOMO ... -8.83 eV

natural (NBO) atomic charge list, values in e, 4 entries: number 1, C, carries -0.27; number 2, C, carries -0.43; number 3, C, carries 0.07; number 4, C, carries -0.40

=====

Arrangement c

Entry from OMol25: one molecule with the formula C5H6OS2 (the ωB97M-V functional and the def2-TZVPD basis).

CARTESIAN COORDINATES (ANGSTROEM)
C -1.3822 2.1531 0.1087
C -0.6323 0.9471 -0.2886
O 0.7733 1.0804 -0.0782
C 1.2478 -0.1858 -0.0882
S 3.0128 -0.3896 0.0467
C 0.2610 -1.1274 0.0132
C -0.9749 -0.3772 -0.0286
S -2.6124 -1.0380 0.0789
H -1.8322 1.8568 1.1933
H -0.6894 2.9078 0.2193
H -2.0181 2.3547 -0.7257
H 3.5168 0.7889 0.4594
H 0.4874 -2.2923 -0.4277
H -3.1746 0.1230 -0.4018

Results
Multiplicity ... 1
Frontier orbital gap ... 8.54 eV
Structure (SMILES) ... Cc1oc(S)cc1S
E_HOMO ... -7.96 eV

natural (NBO) atomic charge list, values in e, 4 entries: number 1, C, carries -0.66; number 2, C, carries 0.22; number 3, O, carries -0.43; number 4, C, carries 0.17

=====

Most stable: arrangement a (next structure +0.0427 hartree)

=====

Arrangement a

Entry from OMol25: one molecule with the formula C2H5NOS (the ωB97M-V functional and the def2-TZVPD basis).

CARTESIAN COORDINATES (ANGSTROEM)
C -0.1069 0.8773 1.3713
O -0.4332 -0.1964 0.5183
C 0.1642 -0.2213 -0.7003
N -0.2178 -1.2574 -1.4013
S 1.2931 0.8519 -1.2768
H -0.8978 0.8777 2.1268
H 0.8281 0.7053 1.8689
H -0.1052 1.7575 0.7202
H -0.8108 -1.9606 -1.0007
H 0.2862 -1.4340 -2.2265

Results
Multiplicity ... 1
Frontier orbital gap ... 9.42 eV
Structure (SMILES) ... COC(N)=S
E_HOMO ... -8.59 eV

natural (NBO) atomic charge list, values in e, 4 entries: number 1, C, carries -0.26; number 2, O, carries -0.51; number 3, C, carries 0.40; number 4, N, carries -0.77

=====

Arrangement b

Entry from OMol25: one molecule with the formula C2H5NOS (the ωB97M-V functional and the def2-TZVPD basis).

CARTESIAN COORDINATES (ANGSTROEM)
C 1.4139 0.6011 0.0054
N 0.1565 -0.0075 -0.0224
C -0.2544 -1.0749 -0.3685
O -1.8901 -1.1428 0.1012
S -2.5818 0.3217 -0.0233
H 1.4624 1.4915 0.6527
H 1.5760 0.9091 -1.0074
H 2.2862 -0.0772 0.3805
H -0.1401 -1.9890 -0.8323
H -2.0285 0.9680 1.1142

Results
Multiplicity ... 1
Frontier orbital gap ... 9.05 eV
Structure (SMILES) ... C/N=C/OS
E_HOMO ... -8.34 eV

natural (NBO) atomic charge list, values in e, 4 entries: number 1, C, carries -0.43; number 2, N, carries -0.40; number 3, C, carries 0.41; number 4, O, carries -0.78

=====

Most stable: arrangement a (next structure +0.1102 hartree)

=====

Arrangement a

Entry from OMol25: one molecule with the formula C4H6ClF (the ωB97M-V functional and the def2-TZVPD basis).

CARTESIAN COORDINATES (ANGSTROEM)
C -1.3860 1.6306 -0.1063
C -0.9145 0.2518 0.0543
C -2.0334 -0.7797 0.0987
C 0.2774 -0.3412 -0.0542
F 0.3789 -1.6531 -0.1161
Cl 1.9091 0.4298 0.0552
H -0.5881 2.3191 -0.2250
H -1.8576 1.9010 0.8069
H -2.1161 1.7801 -0.8458
H -2.1037 -1.4743 0.9110
H -2.0528 -1.3685 -0.7734
H -2.8078 -0.1553 0.2776

Results
Multiplicity ... 1
Frontier orbital gap ... 9.99 eV
Structure (SMILES) ... CC(C)=C(F)Cl
E_HOMO ... -9.12 eV

natural (NBO) atomic charge list, values in e, 4 entries: number 1, C, carries -0.63; number 2, C, carries -0.09; number 3, C, carries -0.62; number 4, C, carries 0.39

=====

Arrangement b

Entry from OMol25: one molecule with the formula C4H6ClF (the ωB97M-V functional and the def2-TZVPD basis).

CARTESIAN COORDINATES (ANGSTROEM)
C -0.8388 1.2724 0.5245
C 0.0661 0.9061 -0.5368
F 0.4319 1.8866 -1.3924
C 0.6410 -0.2985 -0.5711
C 0.2890 -1.5529 0.2021
Cl 2.0154 -0.4597 -1.6321
H -1.3195 0.3183 0.8430
H -0.3494 1.7713 1.3175
H -1.6349 1.9568 0.1210
H -0.6256 -1.6076 0.8581
H 0.1690 -2.2696 -0.5625
H 1.1558 -1.9233 0.8287

Results
Multiplicity ... 1
Frontier orbital gap ... 9.88 eV
Structure (SMILES) ... C/C(F)=C(\C)Cl
E_HOMO ... -8.98 eV

natural (NBO) atomic charge list, values in e, 4 entries: number 1, C, carries -0.67; number 2, C, carries 0.38; number 3, F, carries -0.32; number 4, C, carries -0.10

=====

Arrangement c

Entry from OMol25: one molecule with the formula C4H6ClF (the ωB97M-V functional and the def2-TZVPD basis).

CARTESIAN COORDINATES (ANGSTROEM)
F -0.8552 0.5250 -1.7930
C 0.1143 0.5616 -0.6751
Cl 0.6106 2.1777 -1.2567
C -0.5327 0.6774 0.6854
C -0.2824 -0.9594 0.8211
C 0.8600 -0.6421 -0.2470
H 0.1716 1.2879 1.0921
H -1.5604 1.1739 0.6604
H -1.2607 -1.2704 0.0057
H -0.1512 -1.5471 1.7011
H 0.9314 -1.4140 -1.0631
H 1.9547 -0.5704 0.0691

Results
Multiplicity ... 1
Frontier orbital gap ... 11.54 eV
Structure (SMILES) ... FC1(Cl)CCC1
E_HOMO ... -10.63 eV

natural (NBO) atomic charge list, values in e, 4 entries: number 1, F, carries -0.39; number 2, C, carries 0.36; number 3, Cl, carries -0.04; number 4, C, carries -0.44

=====

Most stable: arrangement b (next structure +0.0185 hartree)